Entry 1:
DFT (ωB97M-V/def2-TZVPD) results for a cluster of 11 separate species, C19H64O23P4 in total.

```
110
Properties=species:S:1:pos:R:3:forces:R:3:mulliken_spin:R:1
C 21.620297 -20.970497 -13.263421 -2.1 0.0 1.5 0.000
O 22.288524 -21.035143 -14.475323 2.1 2.3 -2.1 0.000
P 22.798409 -19.591952 -15.124151 -1.1 -3.4 -0.8 0.006
O 23.166067 -18.665367 -14.037049 0.1 0.9 -0.3 0.000
O 23.985661 -20.089926 -16.104180 -1.6 0.2 0.7 0.000
C 24.901115 -19.092450 -16.556663 0.5 1.1 0.5 0.000
O 21.577547 -19.187313 -16.090708 2.0 1.4 3.5 0.000
C 21.245566 -20.073674 -17.113918 -0.6 0.2 -1.2 0.000
H 22.208270 -21.004035 -12.346221 0.6 -0.6 -0.4 0.000
H 20.870287 -21.759819 -13.313976 0.3 -0.3 0.4 0.000
H 21.018455 -20.078851 -13.087771 0.0 0.4 -0.6 0.000
H 24.444419 -18.103117 -16.584196 -0.2 0.2 0.3 0.000
H 25.280408 -19.194861 -17.573406 -0.2 -1.0 0.2 0.000
H 25.702688 -19.104854 -15.818140 0.3 0.3 -0.4 0.000
H 21.440962 -21.092041 -16.777974 -0.1 -0.1 -0.7 0.000
H 21.789856 -19.675436 -17.970219 0.3 -1.1 -0.4 0.000
H 20.200039 -19.859051 -17.335103 -0.1 -0.5 0.2 0.000
C 15.160183 -19.828018 -10.402903 1.1 1.0 1.0 0.000
O 16.589711 -19.943549 -10.787151 0.8 1.2 -0.2 0.000
P 17.566517 -18.634061 -10.601451 0.3 -0.2 -1.3 0.000
O 17.197340 -17.644156 -9.515917 0.6 -1.8 -2.8 0.000
O 17.736429 -18.059520 -12.173587 -0.5 0.2 1.3 0.000
C 18.294908 -18.711187 -13.355133 -0.8 -0.8 0.1 0.000
O 19.068584 -19.267865 -10.471495 -6.2 -1.6 -1.7 0.000
C 20.048949 -18.621327 -9.885425 4.7 0.7 2.3 0.000
H 15.124557 -20.264059 -9.404561 -0.3 0.1 -0.1 0.000
H 14.414885 -20.296710 -11.045518 0.8 -0.2 -0.5 0.000
H 14.979821 -18.753743 -10.364020 -0.5 -0.2 0.2 0.000
H 19.337700 -18.488731 -13.581398 0.1 0.1 0.8 0.000
H 17.780088 -18.467659 -14.284518 -0.5 1.0 0.4 0.000
H 18.073616 -19.778482 -13.350960 0.6 -0.2 0.6 0.000
H 20.115887 -17.533379 -9.885742 -0.5 0.1 -0.6 0.000
H 20.900860 -19.105660 -10.362670 0.9 0.8 -0.1 0.000
H 20.222839 -18.909910 -8.848808 -0.6 0.0 0.4 0.000
C 14.483007 -18.745943 -18.294999 -0.3 0.4 0.2 0.000
O 14.718265 -19.783181 -17.348819 1.5 -1.0 2.2 0.000
P 15.779795 -19.778157 -16.084849 -0.9 -0.3 -0.7 0.000
O 17.109703 -19.235763 -16.492463 -1.4 -0.3 0.9 0.000
O 15.794928 -21.351849 -15.582947 -1.8 2.2 -1.1 0.000
C 16.092478 -21.757869 -14.245799 1.7 -0.2 0.3 0.000
O 14.981593 -19.054871 -14.854485 0.2 -0.5 -0.6 0.000
C 14.811711 -17.644264 -14.561548 1.5 0.5 -1.6 0.000
H 14.591802 -19.133413 -19.307980 0.0 -0.1 0.2 0.000
H 15.115152 -17.864197 -18.190097 0.3 -0.2 0.2 0.000
H 13.458239 -18.428077 -18.102879 0.0 0.1 -0.4 0.000
H 17.107402 -22.117309 -14.415613 0.5 0.5 1.1 0.000
H 15.661040 -22.641570 -13.775649 -1.3 -0.2 -1.2 0.000
H 15.931685 -20.998354 -13.480692 0.5 0.4 -0.4 0.000
H 15.672815 -17.327434 -13.973153 -0.6 -0.1 0.9 0.000
H 13.811270 -17.324396 -14.270152 0.2 -0.9 0.7 0.000
H 14.977379 -17.018056 -15.438199 -0.1 -0.3 -0.7 0.000
C 21.966759 -16.577417 -17.878135 -1.1 -0.8 -1.0 0.000
O 21.737504 -16.402314 -16.461460 0.0 0.6 -0.4 -0.001
P 20.545520 -15.447519 -15.959485 0.0 0.0 -0.6 -0.004
O 20.886834 -14.003891 -16.105587 -0.9 -1.7 0.7 0.000
O 19.312999 -16.005088 -16.880381 2.0 -0.2 1.6 0.000
C 17.939208 -15.662570 -16.563853 1.4 0.1 -0.1 0.000
O 20.342456 -16.021848 -14.438938 -2.0 -0.3 -2.9 0.006
C 21.205330 -15.755806 -13.400957 1.6 1.4 0.3 -0.009
H 21.723874 -17.616584 -18.100029 0.7 -0.2 0.2 0.000
H 22.931054 -16.282159 -18.291743 0.2 0.0 0.9 0.000
H 21.228936 -16.125783 -18.541260 -0.2 0.8 0.6 0.000
H 17.656707 -16.253151 -15.692356 -0.3 0.3 0.0 0.000
H 17.380901 -15.969265 -17.448344 -0.2 0.4 0.2 0.000
H 18.071042 -14.591595 -16.409812 -1.5 0.1 0.2 0.000
H 21.020103 -16.369876 -12.519648 -0.2 -0.1 -0.3 0.002
H 21.161303 -14.697873 -13.142236 -0.2 0.1 0.3 0.002
H 22.210184 -15.893489 -13.800218 0.5 -0.3 0.5 0.006
C 21.870698 -11.138712 -18.853777 0.8 -1.2 -0.5 0.000
O 21.832474 -11.847765 -17.606646 0.3 1.1 -0.1 0.000
H 21.617138 -10.079531 -18.897722 -0.8 -0.1 0.6 0.000
H 22.887525 -11.137931 -19.246419 0.3 -0.2 0.4 0.000
H 21.350286 -11.789167 -19.556755 -0.5 0.7 -0.4 0.000
H 20.939214 -12.174141 -17.475592 0.0 -0.1 0.2 0.000
C 18.966880 -14.446365 -10.539787 0.5 -1.8 0.0 0.000
O 18.551071 -15.117935 -9.339836 0.3 1.3 -0.2 0.000
H 18.462881 -14.939893 -11.370764 -0.3 0.5 -0.4 0.000
H 18.909777 -13.359145 -10.592582 -0.6 -0.1 0.5 0.000
H 20.016200 -14.704713 -10.682211 0.4 0.2 -0.1 0.000
H 18.047792 -15.895409 -9.592514 -0.3 -0.2 0.1 0.000
C 21.634375 -9.764067 -14.603768 -0.2 0.1 -0.6 0.000
O 22.044111 -11.030675 -14.206682 0.6 -1.3 1.3 0.000
H 22.378390 -9.300938 -15.251883 0.0 0.3 -0.1 0.000
H 20.686111 -9.852722 -15.133901 -0.2 0.4 -0.1 0.000
H 21.503379 -9.161544 -13.704935 0.0 0.0 -0.1 0.000
H 22.239221 -11.635701 -14.926039 -0.3 0.4 -0.5 0.000
C 24.239141 -13.717532 -15.579638 1.0 0.0 -1.0 0.001
O 24.398462 -15.171698 -15.710037 0.0 0.7 1.0 0.006
H 25.225318 -13.349075 -15.297168 0.0 -0.1 -0.1 0.000
H 24.010792 -13.320447 -16.568718 -0.1 0.1 0.0 0.001
H 23.548447 -13.246168 -14.880456 -0.4 -1.0 0.3 0.000
H 23.559773 -15.622938 -15.589238 -0.4 0.2 -0.3 0.000
C 25.248431 -16.705152 -12.578743 -1.4 -0.5 -0.7 0.031
O 24.102823 -17.394419 -12.084181 2.8 2.3 1.9 0.773
H 25.308350 -15.697469 -12.167538 -0.4 0.3 0.3 0.082
H 26.179419 -17.113410 -12.185426 0.3 -0.7 0.5 0.107
H 25.225408 -16.774077 -13.666323 0.2 0.3 0.0 -0.010
H 23.755838 -17.818353 -12.872531 -1.8 -2.0 -2.4 0.000
C 26.323611 -14.916959 -19.450365 0.2 -0.1 2.4 0.000
O 26.634491 -14.227528 -18.154204 0.1 0.0 -2.0 0.000
H 25.288742 -15.245979 -19.356040 -0.1 0.0 -0.6 0.000
H 26.499725 -14.302942 -20.333584 -0.1 0.4 0.5 0.000
H 26.973357 -15.789608 -19.516735 0.0 -0.1 -0.1 0.000
H 26.217010 -14.698736 -17.429456 -0.2 -0.3 -0.2 0.000
C 20.331066 -17.202201 -21.615236 0.1 -1.9 1.4 0.000
O 20.662599 -15.965764 -22.081187 -0.4 1.6 -1.2 0.000
H 19.467317 -17.719183 -22.033302 -0.2 0.3 -0.6 0.000
H 21.198470 -17.844807 -21.766128 0.0 -0.6 0.4 0.000
H 20.073804 -17.110727 -20.559987 0.3 -0.1 0.2 0.000
H 20.612151 -16.059889 -23.035225 0.2 0.6 -0.2 0.000
```
Positions in Å, forces in eV/Å.

Charge = +1
E = -3857.9974 a.u.
Spin multiplicity = 2



Entry 2:
DFT (ωB97M-V/def2-TZVPD) results for a cluster of 3 separate species, C6H21N2O2 in total.

```
31
Properties=species:S:1:pos:R:3:forces:R:3:mulliken_charge:R:1
N -0.804008 0.184973 -0.993495 -0.2 -1.3 -2.6 -0.173
C 0.322737 0.512813 -0.128925 0.5 1.8 3.8 -0.593
C -0.023246 1.768486 0.827523 -1.4 -2.1 -3.8 0.559
C -1.255910 1.390085 1.648934 0.5 -0.8 0.3 -1.432
C 1.252754 2.144923 1.583343 -1.6 1.8 0.9 -1.456
C 0.656046 -0.644970 0.834367 0.2 -0.7 -2.5 -1.071
N 1.331625 -1.595840 -0.148787 -0.3 -0.1 2.0 -0.227
C 2.797505 -1.679151 0.011432 -0.1 -0.3 -0.4 -0.922
H -1.688541 -0.148427 -0.558088 1.0 0.3 0.3 0.400
H -0.630324 -0.605546 -1.711338 0.2 1.1 1.5 0.567
H -1.026120 0.942271 -1.646754 0.0 0.1 0.3 0.524
H 1.245833 0.882723 -0.637807 -1.0 -1.0 -0.4 0.133
H -0.402658 2.499087 0.035095 0.9 0.0 1.3 0.426
H -0.997118 0.482626 2.256024 -0.4 1.3 0.1 0.334
H -2.195649 1.099892 1.105798 0.9 0.7 0.1 0.284
H -1.406780 2.299684 2.204635 -0.8 -0.1 0.9 0.455
H 2.164984 1.616256 1.339858 -0.1 -0.5 0.1 0.455
H 1.008153 2.195343 2.693741 0.8 -0.2 -1.3 0.304
H 1.424453 3.164455 1.242871 0.4 0.2 0.5 0.388
H 1.236587 -0.217666 1.642647 0.8 -0.4 -0.1 0.472
H -0.210348 -1.064046 1.374986 0.2 -0.1 -0.9 0.406
H 0.947456 -2.528802 -0.053113 0.0 0.0 0.1 0.266
H 3.173181 -2.363308 0.789388 -0.4 0.1 0.0 0.305
H 3.149565 -2.078407 -0.961824 0.4 0.7 0.6 0.307
H 3.183874 -0.685835 0.299802 0.0 -0.4 -0.7 0.287
H -2.058848 -2.985259 -0.292407 0.7 0.8 -0.4 0.285
H -3.168520 -2.232467 -0.789846 -0.2 0.6 -0.4 0.301
O -2.205148 -2.141632 -0.782865 -0.7 -1.5 1.0 -0.581
H -1.497278 -0.053015 -4.411091 -0.4 0.0 -0.2 0.280
H -2.633724 -0.055938 -3.299875 -0.1 -0.1 -0.7 0.299
O -1.690535 -0.103307 -3.474230 0.4 0.0 0.6 -0.582
```
Positions in Å, forces in eV/Å.

Charge = +1
Energy above the lowest of the compared OMol25 structures with the same formula, charge and spin = 1.356 eV



Entry 3:
DFT (ωB97M-V/def2-TZVPD) results for a structure of composition C26H40BeCl3N4O3Si.

```
78
Properties=species:S:1:pos:R:3:forces:R:3:mulliken_charge:R:1
C -1.650010 -1.851556 -3.184154 0.0 0.2 -0.2 -1.422
C -1.195815 -2.598919 -1.971591 0.6 -0.7 0.6 0.274
H -1.478165 -2.421055 -4.102172 -0.1 0.2 0.1 0.440
H -1.109160 -0.894052 -3.257989 -0.2 -0.3 0.0 -0.044
H -2.723774 -1.606780 -3.122326 0.3 -0.1 0.0 0.298
C -0.596385 -3.803134 -1.988684 -0.7 0.6 0.0 -0.033
C -0.316168 -4.606264 -3.214978 0.2 -0.3 -0.3 -1.583
H -0.332457 -4.279528 -1.039264 -0.1 0.2 -0.3 0.630
H -0.383328 -4.011287 -4.137108 0.0 -0.3 0.3 0.373
H -1.015408 -5.454438 -3.296715 0.2 0.2 -0.1 0.275
H 0.699036 -5.025306 -3.157032 -0.2 0.0 -0.1 0.304
Be -0.775170 0.707598 -0.769996 0.8 -0.9 0.3 0.130
Cl -2.617393 1.340133 -0.674144 -0.3 -0.1 0.0 -0.556
Cl 0.790962 1.779989 -1.215808 -0.2 0.5 -0.3 -0.358
H 0.602839 4.482644 3.907334 0.1 -0.1 -0.1 0.337
H -1.523523 5.419505 3.108365 0.0 0.0 -0.2 0.331
C 0.881044 4.178619 2.890363 0.0 0.1 0.0 -0.890
C -1.243122 5.162063 2.077958 0.2 -0.3 -0.2 -0.973
N -0.314151 4.046771 2.081034 0.2 0.5 0.4 0.222
H 1.407182 3.220487 2.919488 -0.2 0.2 -0.1 0.149
C -0.559636 2.891764 1.425719 0.5 -1.3 -0.1 -0.078
O 0.142916 1.883647 1.493332 -1.1 1.4 0.3 -0.608
H -2.143161 4.878422 1.520101 0.2 0.1 0.1 0.295
H -1.466139 2.925683 0.795376 0.1 0.0 0.3 0.226
H 1.546856 4.947136 2.472012 -0.1 -0.1 0.1 0.306
H -0.795022 6.050852 1.610069 -0.1 -0.1 0.1 0.309
H 1.797572 -1.497480 -2.756750 0.1 0.2 0.2 0.260
H 1.863741 -3.652088 -1.227816 0.2 0.1 0.1 0.107
C 2.502937 -0.978256 -2.092014 -0.3 0.4 -0.1 -0.595
C 2.801195 -3.137986 -0.968326 -0.2 0.2 0.1 -0.761
N 2.584962 -1.705358 -0.845560 0.8 0.1 0.9 0.458
H 2.129582 0.038746 -1.895260 0.2 -0.6 -0.2 -0.243
C 2.835185 -1.058779 0.349817 0.0 0.6 -0.8 -0.043
O 2.893331 0.154148 0.520835 0.1 -1.5 -0.1 -0.552
H 3.174077 -3.537489 -0.019024 0.0 0.0 -0.2 0.309
H 2.972181 -1.791849 1.182062 0.0 0.3 -0.2 0.264
H 3.490764 -0.941587 -2.581006 -0.2 0.0 0.1 0.355
H 3.528130 -3.338527 -1.765946 0.0 0.0 0.2 0.358
O -0.418693 -0.779238 -0.655274 -0.1 0.7 -0.4 0.337
C -1.339243 -1.808546 -0.667657 -0.3 0.0 0.6 0.372
C 0.124355 -2.908384 1.067917 0.1 -0.3 0.1 1.664
C -1.155523 -2.692250 0.572646 -0.5 0.1 -0.6 -0.826
H 0.934402 -2.312853 0.644829 -0.5 -0.3 0.2 -0.317
C 0.350639 -3.884001 2.041307 -0.3 0.4 -0.3 -0.686
H -2.364671 -1.392672 -0.656876 0.0 -0.2 0.1 0.698
C -2.251901 -3.360057 1.126855 0.6 -0.2 0.0 -0.484
H 1.373099 -4.046508 2.387156 -0.3 -0.1 0.0 0.402
C -0.730444 -4.615354 2.541969 0.0 0.0 -0.1 -0.752
C -2.034301 -4.338263 2.102712 0.2 0.1 0.1 -0.707
H -3.247851 -3.116684 0.749437 0.2 -0.2 0.2 0.447
H -0.543376 -5.412565 3.263991 -0.2 0.2 -0.1 0.347
H -2.879833 -4.891714 2.515919 0.2 0.1 -0.1 0.357
Si -0.602679 3.794529 -3.492593 0.1 0.2 -0.1 0.471
Cl -1.120062 1.815935 -3.949562 0.1 0.3 -0.3 -0.294
C 1.233198 4.146700 -3.323309 0.2 -0.2 0.0 -0.873
C -1.575475 4.343371 -1.998104 0.0 -0.1 0.1 -0.274
C -1.156367 4.759727 -5.013949 -0.1 0.0 0.0 -1.085
H 1.771507 3.334447 -2.819247 -0.2 0.3 -0.2 0.246
H 1.350743 5.054296 -2.713475 0.0 -0.1 -0.1 0.295
H 1.693890 4.332828 -4.302769 -0.1 0.0 0.1 0.332
H -0.451808 4.614567 -5.844520 -0.2 0.0 0.2 0.279
H -1.190202 5.830810 -4.772065 0.0 -0.1 -0.1 0.282
H -2.155157 4.443605 -5.341471 0.2 0.1 0.0 0.260
H -1.330881 3.695406 -1.151359 0.0 0.2 -0.2 -0.408
H -2.653800 4.256832 -2.170914 0.1 0.0 0.0 0.288
H -1.335312 5.384405 -1.743497 0.0 -0.1 -0.1 0.361
N 3.619082 -0.046285 5.739781 -2.1 -0.6 -1.0 -0.596
C 2.596954 -0.316522 5.236912 1.8 0.5 1.0 -0.059
C 1.324462 -0.624948 4.637163 -0.3 0.1 -0.3 0.110
C 0.333822 -1.324038 5.348794 0.1 0.0 0.1 -0.219
C -0.905893 -1.535966 4.760742 0.0 0.3 -0.5 -0.911
C -1.107773 -1.039844 3.456234 0.3 -0.6 1.0 -0.449
N -0.133840 -0.482847 2.775898 -0.3 0.7 -0.7 0.434
C 1.037043 -0.215337 3.320214 0.1 -0.4 0.7 -0.416
H 0.559159 -1.681036 6.355960 -0.1 0.1 -0.3 0.447
H -1.706897 -2.082389 5.250230 0.2 0.1 0.1 0.436
H -2.068798 -1.134596 2.950568 0.2 -0.1 0.1 0.484
H 1.751951 0.318982 2.699174 0.0 -0.1 0.0 0.738
```
Positions in Å, forces in eV/Å.

Charge = -1
E = -3144.6035 a.u.



Which formula does entry 3 have?
C26H40BeCl3N4O3Si



What is the charge in the third record?
-1



Repeat the second record exactly.
DFT (ωB97M-V/def2-TZVPD) results for a cluster of 3 separate species, C6H21N2O2 in total.

```
31
Properties=species:S:1:pos:R:3:forces:R:3:mulliken_charge:R:1
N -0.804008 0.184973 -0.993495 -0.2 -1.3 -2.6 -0.173
C 0.322737 0.512813 -0.128925 0.5 1.8 3.8 -0.593
C -0.023246 1.768486 0.827523 -1.4 -2.1 -3.8 0.559
C -1.255910 1.390085 1.648934 0.5 -0.8 0.3 -1.432
C 1.252754 2.144923 1.583343 -1.6 1.8 0.9 -1.456
C 0.656046 -0.644970 0.834367 0.2 -0.7 -2.5 -1.071
N 1.331625 -1.595840 -0.148787 -0.3 -0.1 2.0 -0.227
C 2.797505 -1.679151 0.011432 -0.1 -0.3 -0.4 -0.922
H -1.688541 -0.148427 -0.558088 1.0 0.3 0.3 0.400
H -0.630324 -0.605546 -1.711338 0.2 1.1 1.5 0.567
H -1.026120 0.942271 -1.646754 0.0 0.1 0.3 0.524
H 1.245833 0.882723 -0.637807 -1.0 -1.0 -0.4 0.133
H -0.402658 2.499087 0.035095 0.9 0.0 1.3 0.426
H -0.997118 0.482626 2.256024 -0.4 1.3 0.1 0.334
H -2.195649 1.099892 1.105798 0.9 0.7 0.1 0.284
H -1.406780 2.299684 2.204635 -0.8 -0.1 0.9 0.455
H 2.164984 1.616256 1.339858 -0.1 -0.5 0.1 0.455
H 1.008153 2.195343 2.693741 0.8 -0.2 -1.3 0.304
H 1.424453 3.164455 1.242871 0.4 0.2 0.5 0.388
H 1.236587 -0.217666 1.642647 0.8 -0.4 -0.1 0.472
H -0.210348 -1.064046 1.374986 0.2 -0.1 -0.9 0.406
H 0.947456 -2.528802 -0.053113 0.0 0.0 0.1 0.266
H 3.173181 -2.363308 0.789388 -0.4 0.1 0.0 0.305
H 3.149565 -2.078407 -0.961824 0.4 0.7 0.6 0.307
H 3.183874 -0.685835 0.299802 0.0 -0.4 -0.7 0.287
H -2.058848 -2.985259 -0.292407 0.7 0.8 -0.4 0.285
H -3.168520 -2.232467 -0.789846 -0.2 0.6 -0.4 0.301
O -2.205148 -2.141632 -0.782865 -0.7 -1.5 1.0 -0.581
H -1.497278 -0.053015 -4.411091 -0.4 0.0 -0.2 0.280
H -2.633724 -0.055938 -3.299875 -0.1 -0.1 -0.7 0.299
O -1.690535 -0.103307 -3.474230 0.4 0.0 0.6 -0.582
```
Positions in Å, forces in eV/Å.

Charge = +1
Energy above the lowest of the compared OMol25 structures with the same formula, charge and spin = 1.356 eV